# 1
Below is a cluster of 12 separate species, C43H115N7O23 in total at a distorted geometry, with properties calculated with ωB97M-V with the def2-TZVPD basis set.

The value obtained for the HOMO energy is -8.2 eV. Its total charge is 0. The value obtained for the energy above the lowest of the compared OMol25 structures with the same formula, charge and spin is 0.0 kcal/mol. Its structure (SMILES) is COCCNCCOC.COCCNCCOC.COCCNCCOC.COCCNCCOC.COCCNCCOC.NC(N)=O.OCCO.OCCO.OCCO.OCCO.OCCO.OCCO. The LUMO energy comes out at 0.4 eV. The largest force on an atom comes out at 7.84 eV/Å.

Cartesian coordinates (Å):
C: -9.404 -11.335 39.750
O: -9.831 -10.562 40.503
N: -10.068 -12.356 39.354
N: -8.301 -11.144 39.088
H: -10.989 -12.625 39.671
H: -9.573 -12.868 38.638
H: -7.988 -11.958 38.578
H: -7.858 -10.240 39.162
C: -1.739 -16.382 41.945
O: -2.152 -17.043 43.104
C: -2.087 -16.208 44.293
C: -2.908 -16.920 45.374
N: -3.457 -15.947 46.380
C: -4.209 -16.634 47.438
C: -5.650 -17.133 46.858
O: -6.322 -16.242 45.944
C: -6.873 -15.181 46.593
H: -1.187 -17.029 41.263
H: -1.144 -15.474 42.041
H: -2.604 -16.046 41.372
H: -2.369 -15.176 44.082
H: -1.064 -16.103 44.653
H: -2.206 -17.698 45.675
H: -3.737 -17.524 45.005
H: -4.212 -15.603 45.805
H: -4.368 -15.992 48.304
H: -3.523 -17.430 47.728
H: -6.206 -17.448 47.741
H: -5.739 -18.099 46.361
H: -7.916 -15.183 46.910
H: -6.679 -14.309 45.969
H: -6.203 -14.814 47.371
C: -17.003 -17.608 46.297
O: -16.085 -16.509 46.128
C: -16.105 -15.654 47.166
C: -15.086 -14.546 46.947
N: -13.667 -14.917 47.051
C: -12.808 -13.787 46.811
C: -11.401 -14.353 46.542
O: -10.573 -14.864 47.640
C: -10.116 -13.929 48.684
H: -16.744 -18.260 47.130
H: -17.045 -18.140 45.346
H: -18.020 -17.231 46.411
H: -15.789 -16.147 48.085
H: -17.028 -15.091 47.308
H: -15.290 -13.713 47.619
H: -15.173 -14.271 45.896
H: -13.329 -15.466 46.274
H: -12.851 -13.247 47.757
H: -13.167 -13.186 45.976
H: -10.825 -13.610 45.991
H: -11.418 -15.244 45.914
H: -9.214 -14.304 49.169
H: -10.965 -13.740 49.341
H: -9.851 -13.016 48.152
C: -10.767 -10.232 50.091
O: -10.135 -11.441 50.590
C: -9.571 -11.347 51.935
C: -8.727 -12.613 52.261
N: -9.725 -13.755 52.419
C: -9.009 -15.035 52.753
C: -8.608 -16.024 51.592
O: -7.291 -15.886 51.024
C: -6.205 -16.180 51.958
H: -11.627 -10.418 49.448
H: -10.114 -9.673 49.421
H: -11.108 -9.431 50.747
H: -10.239 -11.140 52.771
H: -8.908 -10.491 52.059
H: -8.224 -12.532 53.224
H: -8.092 -12.853 51.408
H: -10.289 -13.689 51.584
H: -9.757 -15.579 53.329
H: -8.113 -14.873 53.354
H: -9.223 -15.917 50.699
H: -8.551 -17.059 51.931
H: -6.230 -15.721 52.946
H: -5.263 -15.926 51.473
H: -6.312 -17.258 52.070
C: -12.562 -4.693 45.906
O: -11.142 -4.701 45.912
C: -10.525 -5.345 44.834
C: -9.233 -5.778 45.411
N: -9.429 -6.687 46.516
C: -8.203 -6.969 47.315
C: -8.118 -6.065 48.564
O: -9.160 -6.500 49.498
C: -9.286 -5.580 50.545
H: -12.984 -4.467 44.927
H: -12.998 -3.965 46.589
H: -12.924 -5.706 46.086
H: -10.470 -4.700 43.957
H: -11.229 -6.065 44.417
H: -8.517 -4.995 45.662
H: -8.611 -6.303 44.685
H: -10.095 -6.301 47.170
H: -7.334 -6.858 46.666
H: -8.276 -7.979 47.720
H: -8.044 -5.037 48.209
H: -7.182 -6.232 49.095
H: -8.433 -5.542 51.223
H: -10.230 -5.840 51.023
H: -9.395 -4.542 50.229
C: -6.378 -15.219 42.993
O: -6.434 -15.331 41.592
C: -5.716 -14.436 40.816
C: -5.975 -14.762 39.292
N: -7.138 -14.167 38.601
C: -7.214 -14.618 37.215
C: -7.769 -13.592 36.211
O: -9.131 -13.336 36.544
C: -9.815 -12.436 35.681
H: -5.519 -15.669 43.491
H: -7.334 -15.571 43.379
H: -6.342 -14.178 43.316
H: -4.651 -14.621 40.953
H: -6.124 -13.459 41.076
H: -5.873 -15.828 39.090
H: -5.107 -14.379 38.754
H: -7.966 -14.428 39.117
H: -7.759 -15.558 37.129
H: -6.226 -14.812 36.797
H: -7.651 -13.993 35.204
H: -7.217 -12.653 36.237
H: -9.636 -12.735 34.648
H: -9.616 -11.364 35.670
H: -10.880 -12.512 35.903
C: -6.330 -5.217 42.034
C: -5.369 -4.712 43.082
O: -4.102 -4.480 42.525
O: -6.590 -4.162 41.063
H: -7.240 -5.492 42.567
H: -6.029 -6.078 41.437
H: -5.289 -5.298 43.998
H: -5.633 -3.697 43.377
H: -3.410 -4.853 43.076
H: -5.848 -3.954 40.491
C: -8.897 -10.043 44.291
C: -8.807 -11.575 44.452
O: -9.145 -11.788 45.828
O: -7.987 -9.227 45.126
H: -9.927 -9.845 44.587
H: -8.829 -9.764 43.239
H: -7.815 -12.025 44.436
H: -9.432 -12.090 43.723
H: -10.052 -11.486 45.918
H: -8.418 -8.370 45.175
C: -4.592 -8.545 43.740
C: -4.931 -10.031 43.550
O: -6.133 -10.145 42.807
O: -5.396 -7.968 44.802
H: -4.513 -7.877 42.882
H: -3.581 -8.461 44.140
H: -5.135 -10.560 44.481
H: -4.138 -10.404 42.902
H: -5.969 -9.636 42.010
H: -6.040 -8.640 45.038
C: -6.700 -10.259 48.624
C: -5.585 -9.232 48.373
O: -4.300 -9.781 48.616
O: -6.690 -11.404 47.709
H: -7.657 -9.738 48.644
H: -6.605 -10.724 49.605
H: -5.763 -8.429 49.088
H: -5.722 -8.741 47.409
H: -4.207 -10.465 47.949
H: -7.463 -11.268 47.156
C: -11.254 -7.779 40.864
C: -11.986 -6.414 40.827
O: -11.784 -5.808 39.624
O: -11.212 -8.245 42.238
H: -10.215 -7.606 40.585
H: -11.753 -8.538 40.262
H: -11.516 -5.802 41.596
H: -13.003 -6.591 41.177
H: -12.273 -4.995 39.473
H: -10.610 -8.986 42.145
C: -11.984 -9.192 46.012
C: -12.773 -10.497 45.700
O: -12.108 -11.223 44.645
O: -10.747 -9.278 46.774
H: -12.646 -8.483 46.510
H: -11.663 -8.631 45.134
H: -13.797 -10.191 45.482
H: -12.813 -11.031 46.650
H: -12.159 -10.683 43.853
H: -10.341 -8.433 46.567

Cartesian forces (eV/Å) of the 3 atoms listed first:
C 0.3 0.2 -1.3
O -2.5 5.1 5.5
N -1.8 -5.0 -1.8



# 2
Below is a cluster of 11 separate species, C43H116N8O15 in total at a distorted geometry, with properties calculated with ωB97M-V with the def2-TZVPD basis set.

The value obtained for the HOMO energy is -8.0 eV. Its total charge is 0. The value obtained for the energy above the lowest of the compared OMol25 structures with the same formula, charge and spin is 0.0 kcal/mol. Its structure (SMILES) is COC[C@H](C)N.COC[C@H](C)N.COC[C@H](C)N.COC[C@H](C)N.COCCNCCOC.COCCNCCOC.COCCNCCOC.COCCNCCOC.CO.CO.CO. The LUMO energy comes out at 0.4 eV. The largest force on an atom comes out at 2.47 eV/Å.

Cartesian coordinates (Å):
C: 0.915 6.720 -3.961
O: 0.722 6.111 -2.705
C: 1.378 4.865 -2.553
C: 0.906 3.788 -3.537
N: 1.335 2.476 -3.039
C: 0.595 1.367 -3.650
C: 1.039 1.049 -5.052
O: 2.463 1.005 -5.119
C: 2.914 0.330 -6.261
H: 0.297 7.610 -3.986
H: 0.815 6.081 -4.842
H: 1.976 7.036 -4.056
H: 1.144 4.525 -1.545
H: 2.460 5.016 -2.679
H: 1.398 4.027 -4.488
H: -0.182 3.783 -3.585
H: 2.301 2.335 -3.319
H: -0.472 1.570 -3.570
H: 0.858 0.495 -3.043
H: 0.766 1.876 -5.730
H: 0.521 0.166 -5.432
H: 3.048 -0.737 -6.057
H: 3.863 0.748 -6.602
H: 2.242 0.437 -7.121
C: -2.626 3.761 -2.637
O: -2.194 3.256 -1.370
C: -2.960 3.749 -0.277
C: -2.261 3.340 1.002
N: -3.059 3.649 2.164
C: -2.953 4.997 2.680
C: -3.946 5.215 3.800
O: -3.690 4.231 4.786
C: -4.493 4.364 5.928
H: -3.717 3.725 -2.741
H: -2.361 2.954 -3.328
H: -2.116 4.705 -2.812
H: -3.893 3.167 -0.292
H: -3.142 4.826 -0.314
H: -1.264 3.815 1.046
H: -2.084 2.265 0.978
H: -3.011 2.971 2.906
H: -3.056 5.736 1.887
H: -1.959 5.127 3.148
H: -4.973 5.104 3.433
H: -3.769 6.215 4.216
H: -5.431 4.909 5.777
H: -3.976 4.957 6.702
H: -4.687 3.391 6.375
C: -4.480 0.359 -3.209
O: -3.220 0.123 -2.622
C: -3.302 -0.563 -1.382
C: -1.904 -0.831 -0.902
N: -1.283 0.454 -0.647
C: 0.100 0.553 -0.307
C: 0.436 0.083 1.090
O: 1.076 -1.203 1.040
C: 1.169 -1.732 2.330
H: -5.251 0.666 -2.504
H: -4.812 -0.536 -3.767
H: -4.315 1.069 -4.024
H: -3.801 -1.514 -1.616
H: -3.882 -0.054 -0.603
H: -1.346 -1.309 -1.724
H: -1.916 -1.491 -0.034
H: -1.731 1.188 -1.170
H: 0.355 1.612 -0.411
H: 0.775 0.065 -1.030
H: -0.478 0.073 1.701
H: 1.148 0.686 1.667
H: 0.179 -2.004 2.716
H: 1.615 -1.017 3.037
H: 1.796 -2.623 2.360
C: 7.691 -9.028 10.779
O: 6.816 -7.946 10.565
C: 6.770 -7.531 9.206
C: 5.447 -6.797 9.067
N: 5.352 -6.155 7.734
C: 4.103 -5.402 7.646
C: 3.965 -4.756 6.278
O: 3.506 -5.722 5.372
C: 3.204 -5.183 4.121
H: 7.445 -9.898 10.160
H: 7.670 -9.318 11.827
H: 8.725 -8.733 10.547
H: 6.767 -8.394 8.529
H: 7.617 -6.878 8.983
H: 5.361 -6.026 9.832
H: 4.629 -7.518 9.184
H: 5.201 -6.926 7.086
H: 3.954 -4.670 8.441
H: 3.208 -6.049 7.710
H: 4.965 -4.380 5.996
H: 3.366 -3.834 6.272
H: 2.388 -4.447 4.158
H: 2.870 -5.972 3.449
H: 4.080 -4.703 3.667
C: -4.020 -7.174 -1.702
C: -4.097 -6.058 -0.681
C: -3.596 -4.734 -1.225
O: -3.088 -3.819 -0.286
C: -3.892 -3.505 0.836
N: -5.451 -5.987 -0.107
H: -4.476 -6.841 -2.642
H: -4.603 -8.037 -1.383
H: -2.990 -7.447 -1.916
H: -3.428 -6.343 0.151
H: -4.399 -4.244 -1.801
H: -2.778 -4.933 -1.920
H: -3.916 -4.335 1.549
H: -4.908 -3.272 0.496
H: -3.418 -2.648 1.305
H: -5.874 -6.899 0.001
H: -5.485 -5.563 0.808
C: -2.642 -0.960 -10.922
C: -2.871 -0.482 -9.505
C: -3.708 -1.451 -8.678
O: -3.791 -0.970 -7.358
C: -4.607 -1.729 -6.529
N: -1.563 -0.175 -8.849
H: -3.486 -0.632 -11.528
H: -2.441 -2.027 -10.997
H: -1.757 -0.437 -11.286
H: -3.376 0.490 -9.427
H: -3.131 -2.395 -8.657
H: -4.644 -1.644 -9.219
H: -5.677 -1.499 -6.636
H: -4.411 -1.406 -5.497
H: -4.450 -2.812 -6.536
H: -1.790 -0.076 -7.859
H: -1.014 -1.034 -8.905
C: 6.070 0.005 3.283
C: 4.747 -0.123 2.540
C: 4.816 0.685 1.269
O: 3.517 0.847 0.727
C: 3.474 1.617 -0.462
N: 4.484 -1.559 2.220
H: 6.863 -0.430 2.679
H: 6.004 -0.422 4.284
H: 6.349 1.050 3.467
H: 3.918 0.334 3.098
H: 5.432 0.177 0.497
H: 5.326 1.660 1.294
H: 2.467 2.024 -0.473
H: 3.776 1.050 -1.343
H: 4.105 2.515 -0.369
H: 3.753 -1.848 2.860
H: 4.005 -1.472 1.322
C: 2.863 5.475 6.545
C: 3.127 6.143 5.195
C: 3.218 5.130 4.073
O: 2.099 4.277 4.137
C: 2.184 3.170 3.262
N: 2.121 7.154 4.850
H: 2.027 4.782 6.538
H: 2.744 6.242 7.312
H: 3.755 4.908 6.843
H: 4.130 6.584 5.224
H: 4.183 4.607 4.110
H: 3.186 5.677 3.118
H: 2.073 3.419 2.208
H: 1.646 2.327 3.691
H: 3.216 2.792 3.406
H: 1.277 6.601 4.677
H: 1.826 7.650 5.689
C: -6.811 3.668 -4.467
O: -5.448 3.493 -4.844
H: -6.803 4.058 -3.450
H: -7.252 4.445 -5.098
H: -7.416 2.761 -4.491
H: -5.396 2.931 -5.622
C: 1.089 -3.634 -1.227
O: 2.135 -2.860 -0.737
H: 1.466 -4.320 -1.991
H: 0.674 -4.303 -0.456
H: 0.268 -3.069 -1.685
H: 1.813 -2.231 -0.067
C: -2.502 1.677 -5.957
O: -2.013 0.402 -5.518
H: -3.595 1.691 -5.916
H: -2.147 2.452 -5.271
H: -2.154 1.864 -6.968
H: -2.621 0.112 -4.831

Cartesian forces (eV/Å) of the 3 atoms listed first:
C 1.6 0.3 0.1
O -0.5 -0.3 -0.3
C -0.3 0.0 -0.1